Record 1
Molecular formula: C5H9NO
Method: DFT, ωB97M-V/def2-TZVPD

CARTESIAN COORDINATES (ANGSTROEM)
1 C -2.047 -0.605 0.418
2 C -1.217 1.026 -0.241
3 N -0.413 -0.031 1.065
4 C 0.205 0.906 0.164
5 C 1.149 0.317 -0.858
6 C 2.351 -0.402 -0.447
7 O 1.200 -1.107 -0.906
8 H -2.964 -0.030 0.443
9 H -2.078 -1.273 1.293
10 H -1.961 -1.194 -0.489
11 H -1.682 1.770 0.433
12 H -0.084 -0.944 0.727
13 H 0.636 1.733 0.729
14 H 1.126 0.790 -1.837
15 H 3.214 -0.446 -1.108
16 H 2.567 -0.512 0.614

Charge: 0
Highest occupied orbital energy in Eh: -0.3037
M in Da: 99.133

Record 2
Molecular formula: C5H9NO
Method: DFT, ωB97M-V/def2-TZVPD

CARTESIAN COORDINATES (ANGSTROEM)
1 C 0.887 1.210 0.623
2 C 0.174 0.058 -0.099
3 C 1.159 -0.907 -0.735
4 C -0.808 -0.730 0.786
5 O -2.092 -0.164 0.475
6 C -1.883 0.472 -0.714
7 N -0.703 0.639 -1.133
8 H 1.421 1.826 -0.108
9 H 1.619 0.835 1.347
10 H 0.191 1.871 1.155
11 H 1.708 -1.472 0.027
12 H 0.606 -1.626 -1.347
13 H 1.869 -0.366 -1.364
14 H -0.843 -1.790 0.501
15 H -0.539 -0.658 1.844
16 H -2.765 0.804 -1.259

Charge: 0
SMILES string: CC1(C)COC=N1
Highest occupied orbital energy in Eh: -0.3563
M in Da: 99.133

Record 3
Molecular formula: C5H9NO
Method: DFT, ωB97M-V/def2-TZVPD

CARTESIAN COORDINATES (ANGSTROEM)
1 C -1.673 1.378 -1.194
2 O -0.718 0.344 -1.060
3 C -0.600 0.081 0.329
4 C 0.558 -0.995 0.422
5 C 1.867 -0.467 -0.157
6 C 0.700 -1.342 1.839
7 N 0.810 -1.589 2.962
8 H -1.666 1.572 -2.340
9 H -1.434 2.213 -0.461
10 H -2.693 1.022 -0.943
11 H -1.536 -0.390 0.709
12 H -0.483 1.096 0.903
13 H 0.300 -1.942 -0.104
14 H 2.680 -1.190 -0.048
15 H 1.736 -0.243 -1.217
16 H 2.153 0.454 0.360

Charge: 0
SMILES string: COC[C@@H](C)C#N
Highest occupied orbital energy in Eh: -0.3848
M in Da: 99.133

Record 4
Molecular formula: C5H9NO
Method: DFT, ωB97M-V/def2-TZVPD

CARTESIAN COORDINATES (ANGSTROEM)
1 C -1.820 -0.233 -0.033
2 C -0.676 0.744 0.073
3 N -0.135 0.810 1.430
4 C 1.037 0.508 1.014
5 O 1.966 0.563 1.959
6 C 0.746 0.343 -0.463
7 C 0.921 -1.009 -1.135
8 H -1.535 -1.211 0.370
9 H -2.140 -0.345 -1.072
10 H -2.664 0.134 0.562
11 H -0.974 1.748 -0.246
12 H 1.179 0.870 2.563
13 H 1.202 1.134 -1.067
14 H 0.530 -1.827 -0.523
15 H 1.977 -1.210 -1.338
16 H 0.386 -1.019 -2.093

Charge: 0
Highest occupied orbital energy in Eh: -0.3543
M in Da: 99.133

Record 5
Molecular formula: C5H9NO
Method: DFT, ωB97M-V/def2-TZVPD

CARTESIAN COORDINATES (ANGSTROEM)
1 C 1.362 -0.799 -0.126
2 C 0.169 0.138 -0.002
3 C 0.485 1.565 -0.391
4 N -1.081 -0.464 -0.691
5 C -1.649 -0.726 0.659
6 C -0.616 -0.107 1.332
7 O -0.279 0.184 2.471
8 H 2.093 -0.513 0.639
9 H 1.852 -0.746 -1.106
10 H 1.074 -1.836 0.083
11 H 0.974 1.645 -1.370
12 H 1.161 1.977 0.368
13 H -0.419 2.181 -0.390
14 H -0.868 -1.239 -1.350
15 H -1.776 0.184 -0.987
16 H -2.501 -1.377 0.764

Charge: 0
SMILES string: CC1(C)[NH2+]C=C1[O-]
Highest occupied orbital energy in Eh: -0.2766
M in Da: 99.133

Record 6
Molecular formula: C5H9NO
Method: DFT, ωB97M-V/def2-TZVPD

CARTESIAN COORDINATES (ANGSTROEM)
1 N -0.084 -1.733 2.734
2 C -0.101 -0.550 1.895
3 C -0.530 -0.403 0.639
4 C -0.113 0.775 -0.197
5 C 0.638 0.301 -1.468
6 C 0.172 1.223 -2.593
7 O 0.584 2.353 -2.609
8 H -0.750 -1.510 3.468
9 H -0.227 -2.569 2.179
10 H 0.447 0.225 2.427
11 H -0.986 -1.293 0.225
12 H -1.044 1.263 -0.541
13 H 0.328 1.624 0.320
14 H 1.716 0.149 -1.365
15 H 0.390 -0.750 -1.663
16 H -0.439 0.894 -3.450

Charge: 0
SMILES string: N/C=C/CCC=O
Highest occupied orbital energy in Eh: -0.3235
M in Da: 99.133

Record 7
Molecular formula: C5H9NO
Method: DFT, ωB97M-V/def2-TZVPD

CARTESIAN COORDINATES (ANGSTROEM)
1 C -0.348 1.414 1.385
2 C -0.389 0.074 1.389
3 N -0.769 -0.713 2.470
4 O -0.007 -0.739 0.363
5 C 0.691 -0.125 -0.684
6 C -0.033 0.229 -1.946
7 C 0.921 -0.942 -1.904
8 H -0.609 1.969 2.277
9 H -0.050 1.972 0.509
10 H -1.501 -0.321 3.041
11 H -0.928 -1.677 2.218
12 H 1.483 0.535 -0.339
13 H -1.091 -0.011 -1.985
14 H 0.251 1.131 -2.483
15 H 0.488 -1.938 -1.920
16 H 1.889 -0.856 -2.388

Charge: 0
SMILES string: C=C(N)OC1CC1
Highest occupied orbital energy in Eh: -0.2975
M in Da: 99.133

Record 8
Molecular formula: C5H9NO
Method: DFT, ωB97M-V/def2-TZVPD

CARTESIAN COORDINATES (ANGSTROEM)
1 N -2.220 -1.339 0.529
2 C -1.273 -0.660 0.036
3 C -0.934 0.691 0.625
4 C 0.508 1.102 0.456
5 C 1.206 0.564 -0.668
6 C 0.807 -0.796 -1.125
7 O -0.621 -1.027 -1.098
8 H -2.346 -2.189 -0.024
9 H -1.498 1.435 0.046
10 H -1.271 0.727 1.662
11 H 1.041 0.487 1.835
12 H 0.755 2.119 0.749
13 H 2.026 1.102 -1.126
14 H 1.464 0.356 0.779
15 H 1.246 -1.608 -0.515
16 H 1.112 -0.964 -2.159

Charge: 0
Highest occupied orbital energy in Eh: -0.2799
M in Da: 99.133

The evaluated energy above the lowest of the compared OMol25 structures with the same formula, charge and spin for the records listed, in turn: 179.2, 22.3, 45.1, 52.2, 69.8, 55.2, 51.7, 138.8 kcal/mol.